[1]
A molecular structure, C28H36FN6O9SScSe, computed with ωB97M-V with the def2-TZVPD basis set.

The gap between HOMO and LUMO comes out at 0.106 hartree. Its highest occupied orbital energy is 1.1 eV. The relative energy (zero: lowest compared OMol25 entry of this formula, charge and spin) is 6.827 eV. The total energy is -156587.2265 eV.

ORCA input file:
```
! RIJCOSX wB97M-V def2-TZVPD def2/J DEFGRID3
* xyz -2 1
Sc 0.17915 -0.03869 -0.28650
C 0.27390 4.50118 0.17061
C -0.30767 3.12945 0.47300
O 0.51647 2.18198 0.53317
C -1.67561 3.01893 0.72821
C -2.18667 1.74199 1.14732
C -3.10502 1.66374 2.33948
N -1.77776 0.67589 0.53663
N -2.07442 -0.51592 1.28142
C -1.04729 -1.00186 1.94268
O 0.16734 -0.60561 1.87701
C -1.41299 -2.07789 2.92821
C -0.41167 -2.87728 3.47168
C -0.71797 -3.86264 4.39599
C -2.03633 -4.06783 4.79240
C -3.03743 -3.26642 4.26331
C -2.72625 -2.27411 3.34035
H 0.77862 4.47001 -0.79869
H 1.02955 4.74127 0.92030
H -0.48919 5.28301 0.15397
H -2.30841 3.89801 0.75322
H -3.43252 2.66741 2.61339
H -2.56952 1.22498 3.18366
H -3.96792 1.02622 2.13724
H 0.60983 -2.69943 3.16579
H 0.07549 -4.47584 4.80804
H -2.27729 -4.84038 5.51425
H -4.06749 -3.41099 4.57124
H -3.49431 -1.64028 2.91626
C 0.52519 -4.60313 -0.61889
S 0.36356 -2.81159 -0.04558
C 1.98053 -2.73357 0.76553
O 0.56611 -2.43494 -1.97912
H 1.39581 -4.80364 -1.25002
H -0.38794 -4.84478 -1.16480
H 0.56902 -5.17050 0.31148
H 1.97256 -3.23526 1.74430
H 2.23780 -1.68071 0.84507
H 2.72484 -3.22013 0.13118
C -3.39533 -3.09528 -0.63083
N -4.22448 -2.39484 -1.60193
C -5.54734 -2.61523 -1.90572
C -5.89864 -1.72586 -2.85904
N -4.77903 -0.95791 -3.13076
C -4.67283 0.12800 -4.07233
C -3.72974 -1.37142 -2.35795
Se -2.04691 -0.76474 -2.29217
H -4.00095 -3.86344 -0.15076
H -3.01038 -2.39084 0.11157
H -2.54086 -3.54777 -1.13513
H -6.12517 -3.38103 -1.41990
H -6.83650 -1.56861 -3.36087
H -5.63912 0.25933 -4.55891
H -3.90761 -0.09482 -4.81663
H -4.38843 1.04418 -3.55245
O 1.11193 -1.11479 -1.80847
C -0.31696 2.90268 -3.67224
C 0.72544 2.15383 -2.87658
C 2.18050 2.16291 -3.25453
O 0.38719 1.52732 -1.90558
H 0.10155 3.43315 -4.52645
H -0.81992 3.60364 -3.00418
H -1.05844 2.17335 -4.00639
H 2.39045 2.75722 -4.14373
H 2.48296 1.12466 -3.40865
H 2.74507 2.54525 -2.40124
F 7.30898 3.46942 2.87831
C 7.09552 2.34384 2.16303
C 5.91498 1.70780 2.21989
N 5.66026 0.55569 1.53129
C 4.30520 -0.00561 1.59707
C 3.29032 0.88316 0.81218
O 3.49262 2.09920 0.92812
O 2.40971 0.24323 0.19631
C 6.59735 0.01565 0.68214
O 6.44738 -0.99546 0.03044
N 7.79711 0.72114 0.64007
C 8.17461 1.85756 1.34152
O 9.29594 2.32742 1.23414
H 5.09140 2.09034 2.80332
H 3.99850 0.01092 2.64493
H 4.33057 -1.03566 1.25877
H 8.49376 0.32220 0.02992
*
```

***

[2]
A molecular structure, C28H36GeN3Tc, computed with ωB97M-V with the def2-TZVPD basis set.

The gap between HOMO and LUMO comes out at 0.137 hartree. Its highest occupied orbital energy is -19.6 eV. The relative energy (zero: lowest compared OMol25 entry of this formula, charge and spin) is 3.697 eV. The total energy is -92759.1754 eV.

ORCA input file:
```
! RIJCOSX wB97M-V def2-TZVPD def2/J DEFGRID3
* xyz 4 1
Tc 0.50875 1.95191 0.16421
N 1.97522 2.14466 1.72514
C 1.53954 3.40532 2.36932
C 0.92665 4.35105 1.32078
C -0.55082 4.05842 0.97719
C -0.94918 4.27456 -0.49469
N -0.35203 3.20501 -1.33449
H 2.17434 1.43068 2.43140
H 2.88479 2.31443 1.27850
H 2.38090 3.89683 2.86869
H 0.80879 3.16237 3.14607
H 1.55616 4.34932 0.42125
H 0.99434 5.36579 1.71908
H -1.19164 4.70998 1.57937
H -0.84699 3.01578 1.28183
H -0.65610 5.26870 -0.84162
H -2.03850 4.21204 -0.57666
H 0.44396 3.56696 -1.86990
H -1.01954 2.90197 -2.04448
C 3.53548 1.27133 -3.97972
C 3.89464 0.73603 -2.58292
C 5.19721 1.35120 -2.04744
C 3.97425 -0.80521 -2.57796
C 2.82440 1.05717 -1.70932
N 1.92276 1.27476 -1.01625
H 4.31041 0.97041 -4.67885
H 3.48044 2.35690 -3.98594
H 2.58825 0.86334 -4.32422
H 6.00702 1.07804 -2.71739
H 5.43514 0.96873 -1.05870
H 5.14185 2.43581 -2.01190
H 4.77450 -1.10442 -3.24960
H 3.04385 -1.24633 -2.92559
H 4.19964 -1.18207 -1.58407
C -0.34381 0.32596 0.31088
Ge -1.16290 -1.48242 0.53674
C -0.42378 -2.86727 -0.67085
C -0.53460 -2.61888 -2.04227
C -0.14935 -3.59032 -2.94403
C 0.39626 -4.79183 -2.49680
C 0.53377 -5.02058 -1.13143
C 0.12131 -4.06935 -0.21540
C -1.48411 -1.75940 2.54876
C -1.50350 -3.04548 3.04276
C -1.40637 -3.20807 4.42231
C -1.40283 -2.09973 5.24616
C -1.40882 -0.81573 4.72368
C -1.49254 -0.63591 3.35121
C -3.24984 -1.31690 0.34958
C -3.85933 -0.21135 0.89328
C -5.15019 0.09459 0.47637
C -5.79971 -0.75977 -0.39559
C -5.16755 -1.87989 -0.89916
C -3.87742 -2.21630 -0.48382
H -0.97384 -1.69078 -2.38309
H -0.29662 -3.42857 -4.00099
H 0.70801 -5.54390 -3.20843
H 0.98662 -5.93946 -0.78825
H 0.25114 -4.25326 0.84196
H -1.57443 -3.91898 2.40918
H -1.36804 -4.20797 4.82982
H -1.46135 -2.23400 6.32115
H -1.37586 0.04862 5.36954
H -1.52168 0.36109 2.93151
H -3.37024 0.41927 1.62112
H -5.63316 0.97269 0.87798
H -6.84269 -0.57935 -0.63589
H -5.65939 -2.52766 -1.61388
H -3.42162 -3.12056 -0.86523
*
```

***

[3]
A molecular structure, C28H36N4O2P2Ti, computed with ωB97M-V with the def2-TZVPD basis set.

The gap between HOMO and LUMO (spin up / spin down) comes out at 0.076 / 0.076 hartree. Its highest occupied orbital energy (spin up / spin down) is -12.1 / -12.1 eV. The relative energy (zero: lowest compared OMol25 entry of this formula, charge and spin) is 0.000 eV. The total energy is -81344.4507 eV.

ORCA input file:
```
! RIJCOSX wB97M-V def2-TZVPD def2/J DEFGRID3
* xyz 2 1
Ti -2.45861 -0.18814 -1.49474
C 0.79768 0.51892 -2.47022
C -0.51553 0.71167 -2.84456
C -1.04227 -0.11393 -4.01276
C -1.82239 -1.32009 -3.49989
C -1.03032 -2.56244 -2.99472
C 0.31543 -2.66687 -2.94999
C 1.28460 -1.81972 -3.71049
C 1.72626 -0.42353 -3.14851
C -3.86248 0.85537 -0.61430
H 1.12890 1.04154 -1.55699
H -1.00967 1.69544 -2.67610
H -0.26557 -0.41052 -4.73823
H -1.72310 0.54006 -4.61441
H -2.87995 -0.98718 -2.90638
H -2.50010 -1.62275 -4.33452
H -1.65516 -3.29523 -2.43295
H 0.72735 -3.40890 -2.25379
H 0.94439 -1.73759 -4.74999
H 2.20344 -2.42049 -3.81604
H 2.56631 -0.61253 -2.44313
H 2.13441 0.09748 -4.04612
H -3.36909 1.21297 0.31589
H -4.63282 0.07408 -0.44715
H -4.21544 1.64987 -1.28650
P -4.46882 -1.86646 -4.92369
P -3.11539 1.62714 -5.95256
N -4.05247 -3.51899 -5.54196
N -6.22099 -2.15442 -5.24168
N -1.82971 1.20990 -7.11274
N -3.71382 3.20442 -6.95386
C -4.15156 -1.01483 -6.54044
C -4.46941 0.50072 -6.58583
C -3.66860 -4.55308 -4.68015
C -3.53871 -5.72031 -5.41276
C -3.88997 -5.41897 -6.76591
C -4.20549 -4.06037 -6.82392
C -7.16919 -1.97365 -4.22692
C -8.44228 -2.11691 -4.76244
C -8.29206 -2.45882 -6.15231
C -6.91757 -2.47338 -6.41285
C -0.44658 1.37546 -6.91942
C 0.23779 0.94231 -8.04937
C -0.75826 0.36126 -8.91387
C -1.99994 0.57086 -8.35297
C -3.68435 3.65520 -8.27855
C -4.49436 4.79694 -8.41393
C -5.03271 5.07029 -7.11579
C -4.53105 4.09997 -6.24901
H -4.72462 -1.48233 -7.35674
H -3.08426 -1.18721 -6.72847
H -4.72868 0.78619 -7.62303
H -5.35498 0.73418 -5.96460
H -3.49600 -4.34131 -3.62972
H -3.20751 -6.66547 -5.01314
H -3.89624 -6.10132 -7.60983
H -4.47989 -3.45608 -7.68107
H -6.82957 -1.75228 -3.22601
H -9.37435 -1.95155 -4.22020
H -9.09064 -2.64426 -6.85486
H -6.40288 -2.68236 -7.33352
H -0.07443 1.75980 -5.98751
H 1.30206 1.03058 -8.19148
H -0.57971 -0.20990 -9.83451
H -3.01021 0.31148 -8.71319
H -3.08035 3.17710 -9.04053
H -4.70658 5.36401 -9.31761
H -5.71924 5.86757 -6.84678
H -4.66296 3.97407 -5.18872
O 0.83495 -1.71482 -0.04266
C -0.06767 -0.98947 0.34921
O -1.26544 -0.84829 -0.29904
H -0.13225 -0.33221 1.25906
*
```

***

Which of these has the highest relative energy (zero: lowest compared OMol25 entry of this formula, charge and spin)? C28H36FN6O9SScSe

***

Which of these has the lowest relative energy (zero: lowest compared OMol25 entry of this formula, charge and spin)? C28H36N4O2P2Ti